Here is an isolated ion of composition C4H6ClN2O and charge +1 at a distorted geometry from OMol25. Energies are from the ωB97M-V functional and the def2-TZVPD basis.

Its SMILES is O/C=[NH+]/C=N\C=C/Cl. The LUMO energy comes out at -4.5838 eV. As for the energy above the lowest of the compared OMol25 structures with the same formula, charge and spin: 221.39 kJ/mol. Its spin multiplicity is 1. The net charge is +1.

```
14
C4H6ClN2O the ωB97M-V functional and the def2-TZVPD basis
C 0.7238 0.0443 1.9802
C -0.8143 1.2554 0.4694
C 1.9995 -0.1617 1.4677
C -0.7226 -0.5329 -1.3980
N -0.2577 0.9183 1.4755
N -0.8064 0.7302 -1.0748
O -0.4340 -0.9555 -2.5931
Cl 2.5534 0.5539 0.0253
H 0.5658 -0.3702 2.9334
H -1.3553 2.2061 0.3913
H 2.8083 -0.6168 2.0144
H -1.0255 -1.1550 -0.5758
H -0.8009 1.5665 -1.6418
H -0.3175 -1.9264 -2.7348
```

***

Here is a 11-piece molecular cluster, C3H30NO10S2 overall at a distorted geometry from OMol25. Energies are from the ωB97M-V functional and the def2-TZVPD basis.

As for the expectation value of S²: 0.751. The LUMO energy (spin up / spin down) comes out at -0.0520 / -0.1554 eV. Its spin multiplicity is 2. The net charge is 0.

```
46
C3H30NO10S2 the ωB97M-V functional and the def2-TZVPD basis
N 1.9058 0.3697 -0.4512
C 2.8884 1.4069 -0.8186
C 3.0405 1.5029 -2.3026
S 1.5476 2.2435 -3.0520
S 0.6547 0.9174 -4.3307
C -0.4804 -0.0812 -3.4227
H 1.4747 0.4046 0.5018
H 2.3574 -0.5466 -0.4879
H 1.1507 0.3018 -1.1327
H 3.8921 1.1658 -0.4545
H 2.6284 2.3389 -0.3073
H 3.8559 2.1938 -2.5510
H 3.4407 0.6552 -2.8431
H -1.2580 0.4265 -2.8443
H -0.0208 -0.8109 -2.7418
H -0.9782 -0.7261 -4.1442
H -4.2218 2.5662 -0.4130
H -2.9628 3.0627 -1.0894
O -3.2611 2.4881 -0.3787
H -3.8564 -2.4491 2.2630
H -4.6165 -1.3178 1.5312
O -4.0691 -2.0935 1.3969
H 0.4131 0.8674 2.3881
H -0.6560 0.3494 1.2337
O 0.1805 0.2865 1.6863
H -3.4748 -1.8846 -1.8101
H -3.2089 -0.4611 -2.2830
O -2.9010 -1.1257 -1.6627
H -0.3071 -1.9908 -0.5494
H 0.8798 -2.3905 0.3316
O 0.6002 -1.7505 -0.3362
H 4.0533 -0.2319 1.3151
H 4.4978 -1.6399 0.9751
O 4.0865 -0.8636 0.5700
H -0.6130 -1.5277 4.4989
H 0.7736 -0.9818 4.8705
O 0.2709 -1.3852 4.1630
H 0.1485 4.1036 1.4565
H -0.9084 3.3834 0.5504
O -0.0416 3.7930 0.5758
H 0.3986 -4.5002 2.6157
H 1.1512 -3.2277 2.5652
O 0.7684 -3.8902 1.9670
H -2.9347 1.0633 0.6737
H -3.2739 -0.4089 0.8965
O -3.0150 0.3948 1.3810
```

***

Here is one molecule with the formula C4H10N2O at a distorted geometry from OMol25. Energies are from the ωB97M-V functional and the def2-TZVPD basis.

Its SMILES is COC(C)=C(N)N. The LUMO energy comes out at 0.9359 eV. As for the energy above the lowest of the compared OMol25 structures with the same formula, charge and spin: 265.90 kJ/mol. Its spin multiplicity is 1. The net charge is 0.

```
17
C4H10N2O the ωB97M-V functional and the def2-TZVPD basis
C 0.6449 -1.6425 -1.1647
C 0.6668 -0.5292 1.5853
C 0.4126 0.0200 0.2085
C -0.5219 0.9593 -0.0853
N -0.5406 1.5989 -1.3214
N -1.4983 1.4100 0.8078
O 1.3382 -0.3212 -0.7874
H -1.4651 1.7505 -1.7017
H -1.3150 1.1671 1.7697
H -1.6889 2.3994 0.7135
H 0.1037 1.1656 -1.9698
H 1.2110 -2.4037 -0.6243
H -0.4168 -1.8844 -1.0384
H 0.8264 -1.7018 -2.2355
H 1.0057 0.2739 2.2423
H -0.2182 -0.9817 2.0377
H 1.4555 -1.2801 1.5636
```